[1]
Formula: C3H5NO2
Source: OMol25
Level of theory: ωB97M-V/def2-TZVPD

```
! RIJCOSX wB97M-V def2-TZVPD def2/J DEFGRID3
* xyz 0 1
C -1.58 0.78 -0.08
O -0.12 1.09 0.02
C 0.59 -0.06 0.03
N 1.97 0.02 0.13
C 0.06 -1.28 -0.07
O 0.20 -2.46 -0.02
H -2.07 -0.23 -0.10
H -2.00 1.21 0.82
H -2.12 1.27 -0.90
H 2.39 -0.74 0.63
H 2.69 0.42 -0.46
*
```

HOMO-LUMO gap (alpha / beta)   0.282 / 0.282 hartree
Energy relative to the best compared isomer or geometry (same formula, charge and spin)   3.985 eV

---

[2]
Formula: C42H70ClIN7O5PS
Source: OMol25
Level of theory: ωB97M-V/def2-TZVPD

```
! RIJCOSX wB97M-V def2-TZVPD def2/J DEFGRID3
* xyz 0 1
C 0.18 -3.45 1.71
C 0.18 -4.49 0.44
C 0.47 -3.72 -1.02
C 1.26 -2.28 -0.82
C 2.90 -2.26 -0.52
C 3.83 -3.60 -0.39
C 3.98 -4.50 -1.74
C 4.32 -3.67 -3.12
C 2.96 -3.33 -4.04
C 5.30 -2.36 -2.92
C 3.55 -0.73 -0.29
I 5.72 -0.46 0.20
C 2.63 0.66 -0.39
N 3.37 1.95 -0.18
C 2.48 3.17 -0.23
C 3.25 4.63 0.03
C 4.29 5.03 -1.18
C 3.85 5.79 -2.59
C 4.95 6.19 -3.79
C 6.56 5.88 -3.62
C 7.03 5.11 -2.24
C 5.93 4.72 -1.04
C 6.60 3.98 0.29
C 0.89 3.04 -0.53
P -0.12 4.71 -0.54
S -0.06 5.63 -2.26
N 0.09 1.80 -0.79
C 1.03 0.63 -0.68
C 0.35 -0.88 -0.89
C -1.30 -0.94 -1.15
C -1.72 -0.56 -2.69
C -2.20 -1.90 -3.57
Cl -0.65 -2.58 -4.34
H 1.32 -3.15 1.90
H -0.32 -3.93 2.65
H -0.48 -2.52 1.38
H -0.88 -5.02 0.33
H 0.97 -5.35 0.51
H -0.60 -3.61 -1.51
H 1.05 -4.50 -1.67
H 3.30 -4.29 0.42
H 4.92 -3.41 0.03
H 4.92 -5.22 -1.56
H 3.08 -5.22 -1.97
H 4.94 -4.43 -3.80
H 3.20 -2.64 -4.96
H 2.64 -4.39 -4.50
H 2.05 -2.98 -3.40
H 6.10 -2.51 -2.07
H 4.70 -1.34 -2.82
H 5.93 -2.25 -3.93
H 3.93 4.44 0.99
H 2.51 5.49 0.34
H 2.74 6.07 -2.82
H 4.61 6.72 -4.78
H 7.37 6.16 -4.42
H 8.18 4.85 -2.12
H 7.71 3.63 0.06
H 6.63 4.81 1.14
H 5.97 3.07 0.69
H 0.31 5.55 0.57
H -1.53 4.39 -0.26
H -1.78 -1.94 -0.76
H -1.74 -0.08 -0.45
H -0.88 0.06 -3.23
H -2.71 0.10 -2.61
H -2.74 -2.70 -2.92
H -2.92 -1.60 -4.45
C 1.87 3.32 5.93
N 2.18 4.16 4.79
C 1.85 3.97 3.48
C 1.06 2.74 3.12
O 2.19 4.79 2.64
H 1.30 3.92 6.64
H 2.82 3.02 6.39
H 1.30 2.44 5.65
H 2.71 5.01 4.95
H 0.87 2.73 2.04
H 1.63 1.84 3.38
H 0.10 2.75 3.64
C 7.85 8.67 4.00
N 7.85 7.33 4.52
C 7.00 6.30 4.23
C 5.90 6.56 3.24
O 7.15 5.21 4.77
H 8.81 8.85 3.51
H 7.73 9.36 4.84
H 7.04 8.84 3.28
H 8.56 7.08 5.20
H 5.31 5.64 3.11
H 5.24 7.35 3.61
H 6.32 6.83 2.27
C -7.88 -1.96 -4.66
N -6.54 -1.78 -4.14
C -6.09 -2.00 -2.87
C -7.08 -2.48 -1.84
O -4.91 -1.79 -2.59
H -7.83 -2.68 -5.47
H -8.21 -1.00 -5.05
H -8.58 -2.31 -3.90
H -5.82 -1.46 -4.77
H -6.57 -2.60 -0.88
H -7.88 -1.75 -1.71
H -7.49 -3.45 -2.14
C -4.23 -7.85 2.82
N -4.93 -6.70 2.32
C -4.44 -5.46 2.05
C -2.98 -5.20 2.30
O -5.19 -4.58 1.62
H -4.33 -8.66 2.09
H -4.70 -8.16 3.76
H -3.17 -7.65 3.00
H -5.92 -6.79 2.12
H -2.74 -4.17 2.04
H -2.75 -5.36 3.36
H -2.37 -5.87 1.68
C -12.69 -1.98 1.12
N -11.95 -2.03 -0.11
C -10.74 -2.62 -0.35
C -10.06 -3.33 0.79
O -10.24 -2.56 -1.47
H -13.67 -2.44 0.94
H -12.84 -0.93 1.39
H -12.19 -2.50 1.94
H -12.34 -1.57 -0.93
H -9.11 -3.75 0.44
H -9.85 -2.62 1.60
H -10.69 -4.15 1.15
*
```

HOMO-LUMO gap   0.239 hartree

---

[3]
Formula: C10H12NO3S
Source: OMol25
Level of theory: ωB97M-V/def2-TZVPD

```
! RIJCOSX wB97M-V def2-TZVPD def2/J DEFGRID3
* xyz -1 1
C 2.65 1.19 2.40
C 2.75 1.35 0.99
C 1.63 0.35 2.90
C 1.93 0.56 0.12
C 0.74 -0.21 2.03
C 0.89 -0.27 0.63
C -0.37 -2.39 0.59
C -1.70 -0.26 -3.09
C -0.39 0.06 -2.37
C 0.13 -1.09 -0.22
N -3.13 0.88 0.16
O 0.42 -3.11 1.14
O -1.58 -2.38 0.55
O -0.07 -1.09 -1.49
S -1.51 1.60 0.51
H 3.45 1.45 3.06
H 3.33 2.18 0.55
H 1.55 0.35 3.91
H 2.21 0.44 -0.96
H -0.07 -0.71 2.56
H -2.53 0.22 -2.55
H -1.56 0.32 -4.05
H -1.99 -1.26 -3.30
H -0.45 0.95 -1.72
H 0.43 0.08 -3.07
H -2.99 -0.05 -0.23
H -3.76 0.85 0.94
*
```

HOMO-LUMO gap (alpha / beta)   0.181 / 0.181 hartree
Energy relative to the best compared isomer or geometry (same formula, charge and spin)   1.811 eV

---

[4]
Formula: C16H13Cl3F5IO2RuSeSi2
Source: OMol25
Level of theory: ωB97M-V/def2-TZVPD

```
! RIJCOSX wB97M-V def2-TZVPD def2/J DEFGRID3
* xyz 0 1
Ru -0.31 0.26 0.76
F -4.92 -4.33 3.14
C -4.15 -3.66 2.28
C -3.97 -2.30 2.43
F -4.57 -1.65 3.43
C -3.18 -1.62 1.53
F -3.04 -0.29 1.71
C -2.54 -2.26 0.47
Se -1.44 -1.30 -0.76
C -2.73 -3.62 0.36
F -2.15 -4.31 -0.62
C -3.53 -4.33 1.24
F -3.71 -5.64 1.10
C 0.45 3.28 -1.28
Si -0.46 2.59 0.18
C -2.31 2.57 -0.09
C -0.03 3.66 1.64
H 0.23 4.35 -1.33
H 0.15 2.81 -2.21
H 1.53 3.16 -1.16
H -2.63 3.61 -0.21
H -2.85 2.14 0.75
H -2.58 2.01 -0.99
H -0.10 4.71 1.36
H 0.99 3.47 1.99
H -0.71 3.49 2.48
Cl -1.24 -0.50 4.56
Si -0.11 0.29 3.07
Cl 0.50 -1.73 1.99
Cl 1.63 0.92 3.91
I 6.26 -1.67 -4.64
C 4.76 -0.98 -3.38
C 4.97 -0.97 -2.01
C 3.96 -0.53 -1.17
C 2.75 -0.10 -1.71
C 2.55 -0.11 -3.08
C 3.56 -0.54 -3.93
C 1.66 0.30 -0.80
O 0.48 0.42 -1.26
O 1.83 0.52 0.43
H 5.91 -1.31 -1.60
H 4.10 -0.51 -0.10
H 1.60 0.22 -3.48
H 3.41 -0.54 -5.00
*
```

HOMO-LUMO gap (alpha / beta)   0.245 / 0.245 hartree
Energy relative to the best compared isomer or geometry (same formula, charge and spin)   1.457 eV

---

In the order shown, the computed largest force on an atom values come out to 2.75; 7.82; 4.30; 2.68 eV Å⁻¹.
In the order shown, the computed electronic energy values come out to -322.42789; -3898.46392; -1066.83531; -6020.99668 Eh.